{
  "formula": "C24H30F18O12",
  "method": "the ωB97M-V functional and the def2-TZVPD basis",
  "orbital_gap_ev": 11.19,
  "de_lowest_kcal_mol": 97.85,
  "e_tot_ev": -98857.4984,
  "smiles": "CCOC(=O)C(F)(F)F.CCOC(=O)C(F)(F)F.CCOC(=O)C(F)(F)F.CCOC(=O)C(F)(F)F.CCOC(=O)C(F)(F)F.CCOC(=O)C(F)(F)F",
  "elements": ["F", "F", "F", "F", "F", "F", "F", "F", "F", "F", "F", "F", "F", "F", "F", "F", "F", "F", "O", "O", "O", "O", "O", "O", "O", "O", "O", "O", "O", "O", "C", "C", "C", "C", "C", "C", "C", "C", "C", "C", "C", "C", "C", "C", "C", "C", "C", "C", "C", "C", "C", "C", "C", "C", "H", "H", "H", "H", "H", "H", "H", "H", "H", "H", "H", "H", "H", "H", "H", "H", "H", "H", "H", "H", "H", "H", "H", "H", "H", "H", "H", "H", "H", "H"],
  "xyz": [[-0.81, 1.10, 3.97], [3.51, -3.17, 0.57], [-5.10, -5.71, 2.32], [-0.56, 4.76, -11.36], [1.68, 3.06, -3.88], [5.53, 6.69, -0.83], [1.68, 3.48, -1.90], [-0.26, 3.30, -2.83], [7.18, 7.65, -2.04], [5.31, 7.36, -3.00], [-1.11, -0.87, 4.68], [5.56, -3.74, 0.39], [4.18, -4.45, -1.05], [-5.06, -7.88, 2.02], [1.48, 5.37, -10.79], [0.96, 3.27, -10.78], [0.22, 0.47, 5.75], [-6.89, -6.79, 1.59], [4.62, -6.53, 1.01], [6.83, 5.41, -3.86], [2.99, -5.25, 2.04], [-5.30, -7.17, 4.76], [2.18, 0.81, -2.55], [6.64, 4.56, -1.73], [-0.06, 0.75, -2.20], [-1.95, 1.58, 6.88], [-1.26, 4.98, -8.86], [-7.47, -7.42, 4.03], [0.89, 4.48, -8.25], [-3.34, 0.50, 5.51], [0.47, 4.46, -10.58], [-8.37, -6.49, 6.27], [-8.08, -7.65, 5.28], [-3.04, 3.66, 7.16], [-0.94, 0.39, 5.08], [1.62, -5.67, 3.94], [-2.96, 2.15, 7.67], [4.03, -5.44, 1.16], [4.33, -4.17, 0.28], [-0.10, -0.65, -1.78], [-2.20, 0.78, 5.85], [6.65, 5.59, -2.62], [1.06, 1.35, -2.51], [2.60, -6.26, 2.92], [-1.92, 6.53, -7.09], [0.03, 4.64, -9.10], [-6.19, -7.20, 3.88], [-1.52, -0.87, -1.20], [6.13, 6.87, -2.04], [7.04, 3.30, -2.19], [-5.81, -6.85, 2.41], [0.98, 2.84, -2.77], [-1.85, 5.01, -7.58], [8.50, 3.17, -2.71], [6.77, 2.46, -1.55], [1.38, -6.55, 4.54], [-7.49, -8.40, 5.81], [-3.39, 3.67, 6.12], [-2.24, 6.46, -6.05], [2.14, -4.83, 4.41], [-8.68, -6.86, 7.25], [0.76, -5.36, 3.35], [-7.55, -5.80, 6.49], [-1.60, -0.44, -0.20], [-1.20, 4.51, -6.86], [0.12, -1.19, -2.70], [8.68, 2.12, -2.97], [3.51, -6.62, 3.40], [-2.64, 2.11, 8.71], [-3.83, 1.50, 7.77], [-2.04, 4.06, 6.98], [2.13, -7.10, 2.40], [0.58, -0.85, -0.95], [-0.99, 7.10, -7.19], [-3.68, 4.27, 7.80], [9.28, 3.36, -1.97], [-2.86, 4.60, -7.57], [-2.33, -0.55, -1.86], [6.36, 3.05, -3.00], [-1.78, -1.92, -1.11], [-9.08, -7.98, 5.01], [-2.64, 7.13, -7.65], [8.69, 3.71, -3.64], [-9.10, -5.77, 5.90]],
  "mulliken_charge": [-0.25, -0.23, -0.23, -0.23, -0.25, -0.22, -0.25, -0.24, -0.23, -0.24, -0.25, -0.25, -0.26, -0.24, -0.25, -0.22, -0.23, -0.24, -0.53, -0.54, -0.16, -0.55, -0.58, -0.29, -0.19, -0.30, -0.27, -0.27, -0.53, -0.55, 0.85, -1.11, -0.18, -1.04, 0.89, -1.06, -0.27, 0.35, 0.84, -0.19, 0.42, 0.28, 0.31, -0.33, -1.08, 0.39, 0.40, -1.15, 0.90, -0.29, 0.83, 0.97, -0.25, -1.09, 0.41, 0.35, 0.35, 0.29, 0.34, 0.31, 0.33, 0.29, 0.34, 0.28, 0.32, 0.31, 0.37, 0.34, 0.27, 0.35, 0.32, 0.33, 0.28, 0.32, 0.36, 0.30, 0.29, 0.33, 0.31, 0.39, 0.23, 0.32, 0.32, 0.33]
}

---

{
  "formula": "C24H30F7N2O25P2S",
  "method": "the ωB97M-V functional and the def2-TZVPD basis",
  "orbital_gap_ev": 6.65,
  "e_tot_ev": -127966.3429,
  "total_charge": 1,
  "elements": ["S", "P", "P", "F", "F", "F", "F", "F", "F", "F", "O", "O", "O", "O", "O", "O", "O", "O", "O", "O", "O", "O", "O", "O", "O", "O", "O", "O", "O", "O", "O", "O", "O", "O", "O", "N", "N", "C", "C", "C", "C", "C", "C", "C", "C", "C", "C", "C", "C", "C", "C", "C", "C", "C", "C", "C", "C", "C", "C", "C", "C", "H", "H", "H", "H", "H", "H", "H", "H", "H", "H", "H", "H", "H", "H", "H", "H", "H", "H", "H", "H", "H", "H", "H", "H", "H", "H", "H", "H", "H", "H"],
  "xyz": [[-2.29, -4.58, 2.58], [-2.59, -1.62, 0.48], [-1.90, -3.69, 0.61], [4.45, -5.99, -4.71], [6.49, 5.21, 6.44], [-0.40, -0.85, 4.05], [-9.10, 2.84, -4.22], [-4.99, 7.41, -4.31], [8.27, -5.74, -1.91], [-0.01, 2.23, 1.43], [5.94, -4.12, 0.00], [-2.00, -1.01, -0.88], [1.28, -3.80, -2.51], [-2.94, -4.61, -0.49], [-5.01, 6.76, -0.96], [1.16, -5.20, -4.31], [3.14, -4.88, -3.28], [5.21, 3.53, 7.19], [-2.37, 2.99, -0.92], [3.97, -0.75, 3.28], [-6.94, 2.47, -4.68], [-4.36, -1.65, 0.30], [3.66, 3.52, 5.55], [4.77, -5.91, 0.81], [-2.28, -0.65, 1.89], [1.76, -1.22, 3.59], [6.44, -6.21, -0.71], [2.63, 0.67, 4.46], [-4.73, 2.94, -5.00], [-6.94, 7.83, -0.35], [-0.65, 3.97, 0.16], [-1.69, 5.08, -1.54], [-6.07, 4.37, -3.82], [3.38, 2.19, 7.38], [-6.16, 7.97, -2.49], [-1.23, -6.37, -1.77], [0.94, -3.27, 1.03], [-4.87, 7.73, -3.00], [2.27, -3.36, 0.26], [0.85, -0.73, 4.55], [7.09, -4.03, -0.83], [-7.47, 4.40, -3.59], [3.25, -6.02, -4.09], [5.64, -5.46, 0.09], [-4.39, 6.56, -2.21], [5.79, 4.13, 6.04], [4.60, 4.53, 5.23], [-1.84, 2.03, -0.02], [2.88, -0.46, 3.73], [-6.11, 7.54, -1.19], [-5.82, 3.23, -4.54], [4.03, 3.01, 6.76], [1.82, -4.56, -3.30], [-1.09, 2.88, 0.95], [2.14, -5.87, -5.07], [-1.58, 4.09, -0.83], [-2.10, -5.46, -1.38], [-7.85, 2.96, -3.73], [7.03, -5.30, -1.61], [-0.07, -3.94, 0.09], [1.23, 0.71, 4.68], [-7.94, 5.03, -4.35], [6.45, 3.41, 5.55], [6.42, -5.23, -2.52], [2.58, -2.29, -0.11], [7.98, -3.97, -0.20], [-3.30, 6.55, -2.11], [-4.26, 8.63, -2.89], [3.18, -6.93, -3.48], [1.00, 1.11, 5.67], [-7.70, 4.80, -2.60], [-7.76, 2.39, -2.80], [-3.50, -5.33, 2.43], [-1.29, -0.59, 2.08], [4.82, 4.54, 4.16], [0.76, 1.34, 3.92], [-4.57, -2.35, -0.41], [1.06, -3.96, 1.84], [2.16, -4.03, -0.72], [4.20, 5.50, 5.52], [0.26, -5.09, 0.05], [-4.72, 5.60, -2.63], [3.15, -3.75, 0.93], [0.94, -1.31, 5.47], [0.07, -3.39, -0.95], [-1.19, 1.34, -0.57], [1.77, -6.83, -5.44], [-1.70, 3.26, 1.78], [2.42, -5.25, -5.93], [-2.63, 1.45, 0.45], [7.04, -3.15, -1.46]],
  "mulliken_charge": [-0.26, 1.01, 0.70, -0.29, -0.28, -0.25, -0.29, -0.26, -0.30, -0.32, -0.24, -0.57, -0.57, -0.31, -0.31, -0.28, -0.20, -0.29, -0.32, -0.56, -0.31, -0.53, -0.26, -0.54, -0.43, -0.20, -0.30, -0.20, -0.54, -0.57, -0.33, -0.54, -0.22, -0.54, -0.30, -0.36, -0.12, 0.37, -0.59, 0.20, -0.43, -0.43, 0.32, 0.68, -0.02, 0.31, -0.41, -0.06, 0.52, 0.62, 0.52, 0.66, 0.53, 0.33, -0.45, 0.55, 0.49, 0.32, 0.45, -0.92, -0.09, 0.27, 0.29, 0.12, 0.22, 0.29, 0.26, 0.27, 0.30, 0.32, 0.30, 0.28, 0.27, 0.37, 0.27, 0.03, 0.39, 0.27, 0.03, 0.27, 0.54, 0.05, 0.33, 0.21, 0.58, 0.22, 0.29, 0.35, 0.30, 0.05, 0.29]
}

---

{
  "formula": "C24H30N2O4",
  "method": "the ωB97M-V functional and the def2-TZVPD basis",
  "orbital_gap_ev": 8.48,
  "de_lowest_kcal_mol": 27.78,
  "e_tot_ev": -36546.2942,
  "smiles": "CCOc1ccc(CCNC(=O)c2ccc(C)c(N3CCCC3=O)c2)cc1OCC",
  "elements": ["O", "O", "O", "O", "N", "N", "C", "C", "C", "C", "C", "C", "C", "C", "C", "C", "C", "C", "C", "C", "C", "C", "C", "C", "C", "C", "C", "C", "C", "C", "H", "H", "H", "H", "H", "H", "H", "H", "H", "H", "H", "H", "H", "H", "H", "H", "H", "H", "H", "H", "H", "H", "H", "H", "H", "H", "H", "H", "H", "H"],
  "xyz": [[2.10, -0.43, -1.63], [0.51, 2.03, 2.27], [-2.50, -0.38, 1.50], [2.90, 2.85, 1.18], [-1.67, -2.49, 1.21], [0.89, 0.16, -3.45], [-0.35, -1.56, -0.58], [-2.20, -1.90, 3.39], [1.09, -0.52, -2.29], [-1.76, -3.01, -2.45], [-2.10, -3.13, -1.11], [-0.32, 2.12, -1.33], [4.09, 0.73, 0.98], [-0.48, 1.95, 0.04], [-1.42, 3.41, 2.86], [-0.76, 2.03, 2.90], [0.89, 2.54, -1.86], [1.11, 2.61, -3.34], [-0.74, -2.17, -2.86], [-1.27, -3.11, 3.43], [1.82, 2.58, 0.38], [-3.23, -4.03, -0.69], [0.57, 2.18, 0.91], [1.95, 2.76, -0.99], [-1.34, -3.65, 2.00], [-0.03, -1.43, -1.92], [-2.15, -1.45, 1.94], [3.42, 1.74, 1.90], [-1.38, -2.40, -0.17], [1.73, 1.28, -3.82], [-2.12, -4.42, 1.92], [0.16, 2.78, -3.86], [-0.04, 0.16, -3.84], [-0.53, 1.76, 3.94], [2.91, 3.07, -1.36], [0.20, -0.98, 0.15], [4.91, 1.19, 0.44], [-0.76, 4.15, 3.29], [-0.48, -2.12, -3.90], [3.38, 0.33, 0.26], [2.69, 1.13, -3.33], [-3.80, -3.57, 0.12], [-2.85, -4.99, -0.35], [-3.91, -4.20, -1.53], [1.86, 1.29, -4.90], [-0.39, -4.09, 1.66], [4.15, 2.18, 2.58], [-0.25, -2.78, 3.65], [-1.91, -1.09, 4.06], [4.49, -0.10, 1.57], [2.63, 1.26, 2.48], [-1.64, 3.69, 1.83], [-1.16, 1.93, -1.98], [-2.30, -3.59, -3.18], [1.80, 3.42, -3.59], [-1.43, 1.61, 0.40], [-2.35, 3.38, 3.42], [-1.56, -3.85, 4.17], [-3.23, -2.18, 3.63], [-1.42, 1.28, 2.47]],
  "mulliken_charge": [-0.64, -0.48, -0.74, -0.55, 0.63, -0.05, -0.32, -0.53, 0.10, -0.95, 1.26, -0.89, -0.88, -0.23, -1.30, 0.24, 0.48, -1.41, -0.66, -0.70, 0.01, -1.76, 0.75, 0.16, -0.62, 0.18, 0.39, -0.13, -0.74, -0.83, 0.33, 0.35, 0.33, 0.43, 0.44, 0.67, 0.28, 0.33, 0.62, 0.13, 0.37, 0.34, 0.31, 0.46, 0.41, 0.33, 0.36, 0.32, 0.29, 0.43, 0.14, 0.28, 0.35, 0.42, 0.42, 0.28, 0.45, 0.36, 0.27, -0.31]
}